(1)
Below is C3H4ClI in the gas phase, with properties calculated with the ωB97M-V functional and the def2-TZVPD basis.

Values from the calculation:
**Electronic energy**: -874.51367 hartree
**Net charge**: 0
**Structure (SMILES)**: ClC1(I)CC1
**E_HOMO**: -9.635 eV
**ΔE to the lowest compared entry with this formula, charge and spin**: 26.4 kcal/mol

Geometry as XYZ:
```
9
Properties=species:S:1:pos:R:3:mulliken_charge:R:1
Cl -0.82694 -2.17319 0.08552 -0.16
C -0.54333 -0.41201 -0.04014 0.17
I -2.76909 0.71897 -0.30671 0.00
C 0.40219 0.41811 0.78497 -0.51
C 0.60559 0.12216 -0.71686 -0.47
H 1.24062 -0.07248 1.26053 0.22
H 0.13218 1.29474 1.32327 0.25
H 0.40126 0.72319 -1.60349 0.23
H 1.35752 -0.61950 -0.78709 0.27
```

=====

(2)
Below is a molecular structure, C31H33N6PSV, with properties calculated with the ωB97M-V functional and the def2-TZVPD basis.

Values from the calculation:
**Electronic energy**: -3212.69642 hartree
**Net charge**: +2
**⟨S²⟩**: 0.78
**E_HOMO (alpha / beta)**: -14.068 / -14.109 eV
**Spin multiplicity**: 2
**ΔE to the lowest compared entry with this formula, charge and spin**: 0.0 kcal/mol

Geometry as XYZ:
```
73
Properties=species:S:1:pos:R:3:mulliken_spin:R:1
V 0.18719 0.00559 -0.01660 1.25
C -1.75297 -1.21435 3.71229 0.00
C -0.90110 -0.64511 2.63515 0.03
N -0.88411 -1.09726 1.41225 -0.06
N -1.63300 -2.18376 1.16207 -0.02
C -1.58770 -2.59794 -0.06323 0.01
N -2.24391 -3.68659 -0.44864 0.00
S -0.66592 -1.68195 -1.24257 -0.11
C 0.02328 0.45001 2.85536 0.04
C 0.28054 1.01597 4.09664 0.00
C 1.29173 1.95280 4.21303 0.01
C 2.00391 2.31410 3.07807 0.00
C 1.67197 1.73601 1.86991 0.01
N 0.69834 0.82299 1.74937 -0.04
H -2.15818 -2.17091 3.40450 0.00
H -1.19325 -1.34106 4.63851 0.00
H -2.58335 -0.53228 3.91707 0.00
H -2.71143 -4.25553 0.23948 0.00
H -2.18096 -4.01755 -1.39524 0.00
H -0.29219 0.69716 4.95570 0.00
H 1.53629 2.37925 5.17647 0.00
H 2.81355 3.02730 3.13232 0.00
H 2.21083 1.98938 0.97125 0.00
N -1.26424 2.12580 -1.80414 -0.01
P -1.36025 1.92035 -0.11564 -0.04
C -3.11384 2.31268 0.13661 0.01
C -3.54205 3.59696 -0.21340 0.00
C -4.88492 3.91516 -0.11948 0.00
C -5.79714 2.96728 0.33216 0.00
C -5.36742 1.70010 0.69338 0.00
C -4.02355 1.36675 0.59476 0.00
C -0.54946 3.41192 0.54196 0.00
C -0.91841 3.86706 1.80788 0.00
C -0.29220 4.97630 2.35270 0.00
C 0.70335 5.63265 1.63936 0.00
C 1.07308 5.18046 0.38042 0.00
C 0.45285 4.06732 -0.16839 -0.01
C -0.37402 1.46408 -2.60565 0.01
C -0.38454 1.68300 -3.98781 0.00
C 0.52612 1.02786 -4.77899 0.00
C 1.43483 0.15047 -4.18129 0.00
C 1.37514 -0.03697 -2.82807 0.00
N 0.49245 0.61008 -2.02311 -0.03
H -1.94280 2.71443 -2.26380 0.00
H -2.83000 4.34633 -0.53865 0.00
H -5.21973 4.90804 -0.38830 0.00
H -6.84604 3.22189 0.40093 0.00
H -6.07970 0.96846 1.05018 0.00
H -3.68850 0.37237 0.86762 0.00
H -1.70769 3.36300 2.35508 0.00
H -0.59734 5.33703 3.32652 0.00
H 1.18503 6.50362 2.06412 0.00
H 1.83576 5.70346 -0.18177 0.00
H 0.73904 3.72058 -1.15588 0.00
H -1.11584 2.36008 -4.40810 0.00
H 0.53267 1.18769 -5.84874 0.00
H 2.16583 -0.38742 -4.76657 0.00
H 2.03840 -0.72953 -2.33657 0.00
C 5.15170 1.20214 -0.07020 0.00
C 4.71420 -0.25048 -0.33428 0.01
C 5.06021 -0.63533 -1.78240 0.00
C 5.43364 -1.19170 0.64563 0.00
C 3.26929 -0.33880 -0.13279 0.03
C 2.06068 -0.40858 0.02607 -0.10
H 6.22519 1.28107 -0.24305 0.00
H 4.95052 1.49223 0.96234 0.00
H 4.64612 1.89687 -0.74366 0.00
H 6.14243 -0.60180 -1.90896 0.00
H 4.61185 0.06266 -2.49161 0.00
H 4.72179 -1.64623 -2.01266 0.00
H 6.50880 -1.11496 0.48293 0.00
H 5.13322 -2.22705 0.48717 0.00
H 5.21854 -0.91899 1.67883 0.00
```

=====

(3)
Below is a molecular structure, CH3EuMgO2, with properties calculated with the ωB97M-V functional and the def2-TZVPD basis.

Values from the calculation:
**Electronic energy**: -1100.76027 hartree
**Net charge**: -1
**⟨S²⟩**: 15.76
**E_HOMO (alpha / beta)**: -2.668 / -2.641 eV
**Spin multiplicity**: 8

Geometry as XYZ:
```
8
Properties=species:S:1:pos:R:3:mulliken_spin:R:1
O 0.83521 0.71400 0.76076 -0.02
C 0.21980 1.17379 -0.39100 0.00
O -0.57579 0.16072 -0.94050 -0.02
H 0.97399 1.49802 -1.14457 0.00
H -0.42644 2.05518 -0.17368 0.00
Eu 0.10555 -1.34394 0.88876 7.06
Mg -1.47981 -1.42482 -1.51334 0.00
H 0.34748 -2.83295 2.51358 -0.02
```

=====

(4)
Below is a gas-phase ion, C5H11N3O2S (charge +2), with properties calculated with the ωB97M-V functional and the def2-TZVPD basis.

Values from the calculation:
**Electronic energy**: -909.16024 hartree
**Net charge**: +2
**Structure (SMILES)**: C[N+]1(C)C=C[NH+]=C1S(N)(=O)=O
**E_HOMO (alpha / beta)**: -18.440 / -18.437 eV
**ΔE to the lowest compared entry with this formula, charge and spin**: 106.0 kcal/mol

Geometry as XYZ:
```
22
Properties=species:S:1:pos:R:3:mulliken_charge:R:1
C 0.07731 -1.12434 -1.60114 -0.72
N -0.29707 0.16244 -0.80076 0.15
C -1.72038 0.30441 -0.64832 -0.96
C 0.14106 1.30207 -1.53213 -0.29
C 1.15068 1.90132 -0.93937 -0.45
N 1.53801 1.37924 0.27720 -0.02
C 0.53126 0.00839 0.38536 0.12
S -0.30138 -0.96068 1.74352 1.13
N 0.74486 -1.30621 2.94143 -0.38
O -0.99022 0.31635 1.97398 -0.45
O -0.83352 -2.02529 0.98522 -0.54
H 1.14473 -1.31518 -1.59292 0.41
H -0.30016 -1.91400 -0.96842 0.43
H -0.36009 -1.09986 -2.63809 0.37
H -1.95715 -0.62973 -0.29102 0.54
H -1.88503 1.16436 -0.00167 0.35
H -2.03445 0.39058 -1.72579 0.46
H -0.32863 1.67799 -2.38633 0.55
H 1.62354 2.86859 -1.05413 0.46
H 2.20993 1.68144 0.95793 0.22
H 0.93946 -0.53939 3.54422 0.30
H 0.90726 -2.24250 3.37123 0.32
```